Formula: C48H76O22
Source: the Open Molecules 2025 dataset
Level of theory: ωB97M-V/def2-TZVPD

Summary:
* HOMO-LUMO gap: 9.2 eV
* total energy: -96053.117 eV
* SMILES: O=C1CCCO1.O=C1CCCO1.O=C1CCCO1.O=C1CCCO1.O=C1CCCO1.O=C1CCCO1.O=C1CCCO1.O=C1CCCO1.O=C1CCCO1.O=C1CCCO1.C1CCOC1.C1CCOC1

Structure (ORCA input):
```
! RIJCOSX wB97M-V def2-TZVPD def2/J DEFGRID3
* xyz 0 1
O 0.24 -2.12 1.00
C 0.32 -1.12 0.27
C 1.00 0.20 0.54
C 0.41 1.14 -0.47
C -0.38 0.27 -1.44
O -0.24 -1.04 -0.93
H 0.88 0.53 1.57
H 2.06 0.11 0.33
H -0.35 1.78 -0.02
H 1.14 1.79 -0.96
H -1.40 0.63 -1.36
H -0.03 0.37 -2.47
O -1.18 5.49 0.45
C -0.03 5.01 0.69
C 0.47 4.30 1.93
C 1.95 4.46 1.73
C 2.16 4.66 0.25
O 0.90 5.07 -0.26
H 0.01 4.59 2.87
H 0.16 3.26 1.82
H 2.26 5.30 2.35
H 2.53 3.59 2.06
H 2.91 5.42 0.05
H 2.39 3.73 -0.27
O 0.16 -3.63 6.89
C -0.54 -3.44 5.90
C -1.71 -4.22 5.42
C -1.91 -3.76 3.98
C -1.24 -2.39 4.01
O -0.19 -2.52 5.03
H -1.46 -5.23 5.73
H -2.57 -4.05 6.07
H -1.42 -4.47 3.31
H -2.96 -3.73 3.68
H -0.75 -2.04 3.10
H -1.88 -1.56 4.30
O -3.58 -1.51 -0.86
C -3.26 -2.68 -0.56
C -3.04 -3.29 0.81
C -3.01 -4.75 0.47
C -2.43 -4.75 -0.94
O -2.94 -3.58 -1.50
H -2.09 -2.89 1.15
H -3.85 -3.06 1.51
H -2.46 -5.32 1.22
H -4.04 -5.13 0.47
H -1.36 -4.58 -0.96
H -2.80 -5.62 -1.47
O 1.98 3.47 -3.16
C 1.43 2.79 -3.98
C 0.45 3.31 -4.97
C 0.23 2.04 -5.82
C 0.78 0.87 -5.06
O 1.66 1.47 -4.13
H -0.44 3.55 -4.39
H 0.89 4.13 -5.54
H -0.84 1.98 -6.04
H 0.83 2.04 -6.73
H -0.01 0.34 -4.55
H 1.21 0.17 -5.78
O 2.62 1.04 3.62
C 1.66 1.20 4.33
C 1.41 2.16 5.45
C -0.11 2.15 5.54
C -0.55 0.83 4.95
O 0.52 0.45 4.11
H 1.73 1.83 6.44
H 1.72 3.18 5.23
H -0.57 2.30 6.51
H -0.54 2.99 5.00
H -0.74 0.15 5.78
H -1.42 1.04 4.32
O -2.34 -0.14 2.07
C -2.79 0.97 1.75
C -4.03 1.26 0.99
C -4.16 2.74 1.37
C -2.76 3.23 1.64
O -2.10 2.07 2.12
H -3.93 0.98 -0.06
H -4.83 0.64 1.42
H -4.57 3.37 0.58
H -4.77 2.82 2.27
H -2.35 3.58 0.69
H -2.83 4.09 2.30
O 2.72 -4.21 5.99
C 2.71 -3.70 4.85
C 2.95 -2.25 4.49
C 2.95 -2.31 2.92
C 2.31 -3.62 2.59
O 2.52 -4.38 3.77
H 2.17 -1.63 4.93
H 3.91 -1.94 4.90
H 2.40 -1.52 2.43
H 3.95 -2.15 2.52
H 1.23 -3.50 2.52
H 2.67 -4.05 1.65
O 3.84 -2.77 -0.09
C 3.40 -2.64 -1.23
C 2.98 -3.75 -2.22
C 1.97 -3.03 -3.07
C 2.42 -1.58 -2.93
O 3.16 -1.44 -1.78
H 3.91 -4.11 -2.67
H 2.46 -4.51 -1.64
H 1.92 -3.43 -4.08
H 0.96 -3.11 -2.66
H 3.03 -1.38 -3.81
H 1.57 -0.89 -2.94
O 5.23 3.89 0.41
C 5.35 2.65 0.45
C 6.64 1.92 0.78
C 6.23 0.48 0.60
C 4.74 0.52 0.82
O 4.32 1.79 0.46
H 7.55 2.31 0.32
H 6.88 2.08 1.82
H 6.44 0.02 -0.37
H 6.62 -0.14 1.40
H 4.30 -0.22 0.14
H 4.40 0.29 1.83
C -4.30 3.50 -2.72
C -4.12 3.19 -4.20
C -3.16 2.04 -4.19
O -2.26 2.42 -3.15
C -2.86 3.34 -2.26
H -5.02 2.83 -2.26
H -4.69 4.50 -2.56
H -3.64 3.99 -4.76
H -5.11 3.08 -4.64
H -2.67 1.84 -5.14
H -3.64 1.12 -3.85
H -2.30 4.27 -2.25
H -2.86 2.85 -1.29
C -1.15 -2.61 -5.53
C -1.89 -2.77 -4.24
C -2.58 -1.44 -3.94
O -2.38 -0.75 -5.12
C -2.07 -1.60 -6.25
H -1.09 -3.60 -5.98
H -0.17 -2.17 -5.34
H -1.15 -2.99 -3.48
H -2.71 -3.48 -4.35
H -2.08 -0.93 -3.12
H -3.61 -1.64 -3.63
H -1.50 -1.09 -7.03
H -3.06 -1.91 -6.59
*
```

***

Formula: C48H77BrCl27NO8P2S
Source: the Open Molecules 2025 dataset
Level of theory: ωB97M-V/def2-TZVPD

Summary:
* HOMO-LUMO gap: 6.9 eV
* total energy: -506445.905 eV

Structure (ORCA input):
```
! RIJCOSX wB97M-V def2-TZVPD def2/J DEFGRID3
* xyz 0 1
C 3.23 6.19 3.25
C 1.77 5.58 2.96
C 1.38 5.60 1.38
C 2.00 4.29 0.68
O 1.53 4.10 -0.68
C 0.19 3.59 -0.71
C -1.07 4.53 -0.88
P -0.79 6.41 -1.10
O -1.65 7.26 -0.13
C -2.53 3.95 -0.90
N -3.72 4.80 -1.08
C -2.81 2.40 -0.77
P -4.52 1.62 -0.81
O -5.73 2.64 -1.44
O -4.59 0.19 -1.76
S -5.06 1.23 1.05
C -1.55 1.46 -0.61
C -0.08 2.05 -0.57
C 1.12 0.98 -0.44
O 2.10 1.15 0.32
C 0.89 -0.35 -1.33
C -0.57 -0.95 -1.36
C -0.87 -2.21 -2.21
C 0.29 -2.87 -3.04
C -0.10 -4.17 -3.89
O 0.15 -3.86 -5.29
O 0.56 -4.95 -5.99
C 1.73 -2.24 -2.99
C 2.91 -2.91 -3.88
C 3.30 -1.80 -4.99
C 2.40 -1.90 -6.33
Br 2.84 -0.22 -7.37
C 2.06 -1.00 -2.13
Cl 3.70 -0.22 -1.97
C -1.70 -0.15 -0.52
O -2.56 -0.75 0.16
H 3.96 5.32 3.43
H 3.59 6.81 2.36
H 3.20 6.80 4.23
H 0.94 6.19 3.49
H 1.69 4.47 3.27
H 1.70 6.58 0.87
H 0.23 5.47 1.36
H 1.68 3.39 1.34
H 3.13 4.38 0.73
H -1.24 6.71 -2.45
H 0.61 6.74 -1.09
H -3.45 5.78 -1.29
H -4.13 4.46 -1.98
H -5.90 3.30 -0.73
H -5.39 -0.30 -1.42
H -1.94 -2.61 -2.24
H 0.40 -5.13 -3.53
H -1.24 -4.36 -3.80
H 1.39 -5.29 -5.59
H 3.80 -3.23 -3.25
H 2.53 -3.86 -4.41
H 3.16 -0.72 -4.61
H 4.43 -1.91 -5.20
H 2.59 -2.83 -6.94
H 1.30 -1.76 -6.03
Cl -2.41 6.98 3.81
C -2.16 6.90 5.57
C -0.96 7.71 6.01
Cl 0.57 6.99 5.45
H -2.06 5.85 5.85
H -3.06 7.29 6.04
H -0.91 7.74 7.10
H -1.01 8.74 5.64
Cl -4.08 9.71 5.26
C -5.86 9.68 5.42
C -6.30 9.41 6.85
Cl -5.92 7.75 7.37
H -6.24 8.92 4.74
H -6.22 10.65 5.10
H -7.38 9.53 6.93
H -5.83 10.11 7.55
Cl -0.92 0.24 -5.42
C -1.61 -1.26 -6.08
C -3.08 -1.11 -6.43
Cl -4.10 -0.93 -4.97
H -1.45 -2.06 -5.36
H -1.04 -1.49 -6.99
H -3.43 -2.00 -6.95
H -3.26 -0.24 -7.07
Cl 1.66 9.74 8.48
C 1.28 11.42 8.05
C -0.18 11.61 7.70
Cl -0.60 10.81 6.16
H 1.93 11.72 7.23
H 1.52 12.03 8.93
H -0.40 12.67 7.57
H -0.84 11.21 8.47
Cl -1.20 1.11 4.90
C -0.43 -0.28 4.09
C 0.47 0.16 2.95
Cl -0.46 0.87 1.59
H -1.23 -0.95 3.74
H 0.14 -0.82 4.84
H 1.03 -0.69 2.55
H 1.19 0.91 3.29
Cl 0.00 -3.11 3.83
C 0.73 -4.54 3.07
C 1.66 -4.17 1.93
Cl 0.77 -3.52 0.55
H -0.07 -5.20 2.74
H 1.30 -5.06 3.85
H 2.18 -5.06 1.58
H 2.40 -3.44 2.24
Cl 7.30 3.27 -3.70
C 5.81 3.16 -2.72
C 5.32 4.51 -2.27
Cl 6.40 5.26 -1.07
H 6.01 2.50 -1.87
H 5.06 2.68 -3.35
H 4.34 4.41 -1.79
H 5.21 5.20 -3.11
Cl -1.14 -7.24 1.47
C -2.92 -7.16 1.59
C -3.40 -7.29 3.02
Cl -3.13 -8.92 3.68
H -3.34 -7.94 0.95
H -3.22 -6.19 1.19
H -4.48 -7.10 3.07
H -2.90 -6.57 3.68
Cl 4.62 -2.10 0.98
C 4.92 -0.72 2.07
C 5.56 -1.15 3.37
Cl 4.45 -2.10 4.39
H 3.97 -0.21 2.24
H 5.58 -0.04 1.54
H 5.84 -0.26 3.95
H 6.46 -1.74 3.20
Cl 1.24 -4.23 -9.95
C -0.25 -5.00 -9.34
C -0.60 -6.26 -10.11
Cl -1.11 -5.90 -11.78
H -1.06 -4.26 -9.39
H -0.08 -5.24 -8.29
H -1.44 -6.76 -9.63
H 0.24 -6.95 -10.15
Cl -8.05 -8.55 0.92
C -7.42 -10.14 1.42
C -6.04 -10.03 2.04
Cl -4.80 -9.58 0.85
H -7.42 -10.79 0.54
H -8.12 -10.55 2.15
H -5.74 -11.00 2.45
H -6.02 -9.30 2.85
Cl 6.44 -3.15 7.42
C 7.77 -3.91 6.51
C 8.89 -2.94 6.21
Cl 8.41 -1.69 5.04
H 7.35 -4.34 5.59
H 8.14 -4.73 7.13
H 9.74 -3.48 5.78
H 9.24 -2.44 7.12
Cl -0.53 -10.57 -10.32
C -2.01 -10.66 -9.33
C -2.48 -9.29 -8.89
Cl -1.38 -8.54 -7.71
H -1.80 -11.30 -8.47
H -2.77 -11.14 -9.94
H -3.46 -9.37 -8.40
H -2.59 -8.61 -9.74
*
```

***

Formula: C48H78O33S3
Source: the Open Molecules 2025 dataset
Level of theory: ωB97M-V/def2-TZVPD

Summary:
* HOMO-LUMO gap: 10.7 eV
* total energy: -151114.948 eV
* SMILES: C[C@H]1COC(=O)O1.C[C@H]1COC(=O)O1.C[C@H]1COC(=O)O1.C[C@H]1COC(=O)O1.C[C@H]1COC(=O)O1.C[C@H]1COC(=O)O1.C[C@H]1COC(=O)O1.C[C@H]1COC(=O)O1.C[C@H]1COC(=O)O1.O=S1(=O)CCCC1.O=S1(=O)CCCC1.O=S1(=O)CCCC1

Structure (ORCA input):
```
! RIJCOSX wB97M-V def2-TZVPD def2/J DEFGRID3
* xyz 0 1
C -2.61 4.18 -0.49
C -1.31 4.60 0.06
C -0.37 5.30 -0.89
O 0.28 6.24 0.01
C -0.37 6.37 1.15
O -0.08 7.07 2.04
O -1.48 5.58 1.13
H -2.34 3.42 -1.26
H -3.13 5.01 -0.96
H -3.17 3.65 0.29
H -0.76 3.78 0.45
H -0.85 5.83 -1.77
H 0.41 4.74 -1.37
C -0.23 -2.01 3.26
C -0.83 -2.49 4.50
C -0.18 -3.83 4.96
O -0.40 -3.76 6.37
C -0.37 -2.45 6.74
O -0.33 -2.05 7.83
O -0.46 -1.66 5.64
H -0.65 -2.64 2.47
H 0.86 -2.16 3.18
H -0.59 -0.94 3.12
H -1.94 -2.47 4.45
H 0.89 -3.74 4.78
H -0.66 -4.72 4.58
C -5.99 3.66 1.42
C -5.59 3.31 2.84
C -6.02 1.95 3.36
O -4.80 1.21 3.51
C -3.78 1.98 3.13
O -2.58 1.62 3.07
O -4.18 3.25 2.81
H -7.06 3.70 1.42
H -5.64 2.97 0.73
H -5.59 4.66 1.18
H -5.92 4.06 3.55
H -6.65 1.36 2.65
H -6.56 1.97 4.33
C 3.06 3.84 0.16
C 3.96 3.09 1.08
C 4.54 1.82 0.49
O 5.94 1.75 0.78
C 6.37 3.00 1.18
O 7.49 3.28 1.37
O 5.27 3.80 1.18
H 2.12 3.30 0.19
H 3.43 4.12 -0.83
H 2.82 4.80 0.62
H 3.52 3.01 2.09
H 4.29 1.84 -0.59
H 4.14 0.90 0.98
C 7.38 -2.16 -0.93
C 6.13 -1.56 -1.51
C 6.30 -0.35 -2.36
O 5.62 -0.68 -3.64
C 5.04 -1.88 -3.53
O 4.29 -2.42 -4.34
O 5.50 -2.53 -2.44
H 7.65 -1.46 -0.13
H 8.19 -2.34 -1.64
H 7.22 -3.14 -0.41
H 5.39 -1.34 -0.77
H 7.35 -0.07 -2.60
H 5.79 0.55 -1.94
C 2.93 0.84 -6.20
C 2.56 0.82 -4.76
C 3.10 1.79 -3.85
O 2.00 2.08 -2.95
C 0.85 1.84 -3.59
O -0.21 2.10 -3.14
O 1.09 1.08 -4.66
H 3.97 0.45 -6.36
H 2.93 1.90 -6.59
H 2.28 0.22 -6.81
H 2.67 -0.21 -4.41
H 3.37 2.69 -4.40
H 3.90 1.26 -3.40
C -3.98 1.50 -3.05
C -5.24 2.21 -3.51
C -6.48 1.97 -2.67
O -6.59 3.17 -1.82
C -5.81 4.12 -2.34
O -5.65 5.21 -1.83
O -5.10 3.65 -3.39
H -3.05 1.76 -3.51
H -4.18 0.39 -3.22
H -3.90 1.63 -1.95
H -5.48 1.99 -4.57
H -6.32 1.07 -2.00
H -7.39 1.79 -3.24
C 0.39 1.89 4.85
C 1.80 1.57 4.64
C 2.30 0.65 5.74
O 3.21 -0.28 5.08
C 2.93 -0.27 3.78
O 3.36 -1.10 3.03
O 1.99 0.66 3.49
H 0.24 2.26 5.84
H -0.17 0.93 4.71
H 0.08 2.59 4.03
H 2.42 2.50 4.49
H 1.46 0.09 6.15
H 2.83 1.22 6.51
C -0.11 1.30 0.72
C 0.73 0.11 0.46
C 0.26 -0.89 -0.56
O 1.49 -1.29 -1.25
C 2.47 -0.34 -1.05
O 3.50 -0.33 -1.62
O 2.03 0.51 -0.11
H -0.23 1.87 -0.23
H 0.31 1.92 1.53
H -1.07 0.97 1.08
H 0.94 -0.44 1.41
H -0.54 -0.48 -1.17
H -0.04 -1.77 -0.06
O -3.35 -3.35 -3.04
S -2.30 -4.00 -3.78
O -2.38 -5.39 -3.89
C -2.10 -3.18 -5.38
C -0.90 -2.23 -5.22
C -0.64 -2.03 -3.69
C -0.82 -3.39 -3.01
H -3.05 -2.66 -5.59
H -1.93 -3.96 -6.06
H 0.00 -2.67 -5.63
H -1.13 -1.22 -5.66
H -1.44 -1.47 -3.26
H 0.35 -1.56 -3.47
H -1.05 -3.36 -1.93
H -0.02 -4.08 -3.28
O 0.54 -4.96 1.03
S 1.89 -4.64 1.57
O 2.04 -4.38 3.00
C 3.03 -5.89 0.95
C 4.06 -5.23 0.03
C 3.29 -4.09 -0.53
C 2.68 -3.39 0.69
H 2.36 -6.59 0.46
H 3.56 -6.39 1.77
H 4.96 -4.99 0.65
H 4.23 -6.01 -0.72
H 2.60 -4.45 -1.36
H 3.96 -3.41 -1.04
H 2.13 -2.47 0.57
H 3.54 -3.11 1.34
O -2.63 -0.87 0.04
S -4.04 -0.83 0.50
O -4.80 0.41 0.48
C -4.99 -2.08 -0.27
C -4.94 -3.36 0.67
C -4.12 -3.05 1.90
C -4.12 -1.53 2.12
H -4.52 -2.38 -1.21
H -5.96 -1.63 -0.57
H -5.96 -3.67 0.83
H -4.52 -4.18 0.06
H -3.11 -3.45 1.85
H -4.59 -3.53 2.80
H -3.37 -1.06 2.71
H -5.03 -1.14 2.57
*
```